No. 1
A cluster of 2 separate species, C37H67BNO6P2 in total in a non-equilibrium geometry. Source: the Open Molecules 2025 dataset; level of theory: ωB97M-V/def2-TZVPD.

```
114
Properties=species:S:1:pos:R:3:forces:R:3:lowdin_charge:R:1
C 7.12756 -0.05366 2.00442 -0.8 -0.1 -0.4 -0.127
C 5.75103 0.18098 1.16118 1.1 0.4 0.6 -0.256
C 5.90179 1.53875 0.30682 -1.4 -0.6 -0.7 -0.226
C 4.85886 2.63428 0.84840 1.1 0.4 -0.2 -0.215
C 5.14110 3.08995 2.38381 -1.3 -0.5 -0.2 -0.185
C 3.77573 3.77407 2.96278 1.1 -0.4 0.5 -0.184
C 3.77801 5.36321 2.75091 -0.2 0.1 -0.1 -0.131
C 2.65256 5.92106 1.76838 0.0 2.0 -1.6 -0.035
C 2.81392 7.21581 1.16345 -0.3 -1.7 0.7 -0.112
N 3.94628 8.11486 1.41515 -2.3 -0.9 0.0 -0.016
C 3.61436 9.22437 2.35096 1.1 1.6 1.1 -0.254
C 3.66267 8.83864 3.90994 -1.1 0.1 -0.7 -0.113
C 1.71272 7.78338 0.12298 -0.8 0.9 0.0 -0.213
O 1.36047 8.97908 0.05781 1.4 -3.9 0.0 0.068
C 1.06691 6.64140 -0.81927 -0.6 -2.0 -1.0 -0.011
C 0.72012 6.93423 -2.30079 -0.4 -3.3 2.3 0.038
C 0.15633 5.76071 -3.13380 0.9 -1.1 3.3 -0.196
P -0.21092 6.09042 -4.94628 -1.5 2.6 -0.4 0.626
O -0.57016 7.57038 -5.09483 1.3 -3.5 0.2 -0.334
O 1.09419 5.58863 -5.92494 -1.7 0.7 1.7 -0.195
O -1.57629 5.11366 -5.32922 3.3 0.9 -0.1 -0.182
C -0.05521 4.35940 -2.47436 1.3 2.5 1.2 0.017
C 0.28032 4.05364 -0.97310 0.5 3.8 -1.9 -0.004
B 0.02875 2.57981 -0.34516 -1.1 -0.1 1.0 -0.392
O -1.02009 2.46781 0.65588 0.9 0.5 -3.0 0.054
C 0.81916 1.21764 -0.72834 -0.5 -1.1 0.8 -0.138
C 0.66087 0.22224 0.55784 0.5 0.2 0.2 -0.131
C 0.86156 5.23592 -0.14247 -0.7 0.8 -3.0 0.028
C 1.31339 5.09989 1.40399 -0.1 -0.1 1.0 -0.229
O 0.67699 4.45437 2.26486 2.1 1.8 -3.0 0.068
H 7.03305 0.44446 3.04165 0.4 -0.8 -1.7 0.072
H 8.00059 0.40924 1.41021 -1.3 -0.9 1.1 0.073
H 7.28367 -1.17834 2.12262 0.0 1.6 0.1 0.066
H 5.50856 -0.73949 0.52243 0.5 1.5 0.8 0.099
H 4.89589 0.30780 1.90963 1.1 -0.2 -1.1 0.091
H 6.98008 1.91781 0.21976 -1.6 -0.5 0.5 0.107
H 5.58061 1.27289 -0.77427 0.5 0.6 1.6 0.106
H 3.80111 2.19520 0.72235 1.5 0.7 0.4 0.099
H 4.94318 3.55579 0.15580 -0.3 -1.3 1.1 0.117
H 5.32995 2.15154 3.03271 -0.1 1.5 -1.1 0.096
H 6.04406 3.79774 2.46186 -1.3 -1.1 -0.1 0.116
H 3.71777 3.54331 4.09035 0.0 0.4 -1.7 0.117
H 2.92150 3.21538 2.45986 0.9 1.1 0.7 0.089
H 3.72362 5.93174 3.75640 -0.1 -1.0 -1.6 0.114
H 4.81916 5.62897 2.32156 -1.8 -0.3 0.5 0.108
H 4.80491 7.61284 1.66711 -0.7 0.3 0.1 0.104
H 2.61618 9.74026 2.13031 1.4 -1.2 -0.1 0.120
H 4.43014 10.03107 2.19519 -1.3 -1.2 0.1 0.122
H 3.32690 9.76531 4.50349 0.8 -1.4 -0.8 0.082
H 4.70686 8.48422 4.21338 -1.6 0.5 -0.3 0.079
H 2.84759 8.04043 4.08868 1.5 1.0 -0.1 0.072
H 0.90941 7.99291 -2.67694 -0.5 -1.8 0.3 0.123
H 1.85026 6.22149 -5.83658 -1.0 -0.5 0.0 0.092
H -1.58329 4.99245 -6.30550 -0.1 0.1 0.7 0.078
H -0.48082 3.55076 -3.17540 0.8 1.3 1.4 0.110
H -1.70322 3.12061 0.36821 0.8 -0.3 0.9 0.115
H 1.90906 1.35792 -1.03060 -1.4 -0.2 0.5 0.098
H 0.29200 0.66392 -1.59133 0.7 1.1 1.0 0.109
H -0.43213 -0.04253 0.76480 1.5 0.5 -0.5 0.053
H 1.03982 0.76285 1.50666 -0.5 -1.0 -1.5 0.087
H 1.24247 -0.75769 0.41687 -0.7 1.5 0.2 0.073
C -4.08887 -8.62829 1.25840 0.0 0.0 0.0 -0.101
C -3.54270 -7.34148 1.86420 -0.2 -0.3 0.1 -0.252
C -4.49388 -6.15748 1.70662 0.5 0.1 0.4 -0.223
C -4.54619 -5.52545 0.30907 -1.0 -0.5 0.0 -0.263
P -3.21798 -4.44566 -0.19106 0.1 0.6 0.7 1.005
C -2.97967 -3.26506 1.16554 0.3 0.1 0.4 -0.267
C -4.15778 -2.46924 1.73452 -0.5 0.2 0.0 -0.221
C -4.72678 -1.32383 0.89239 -0.1 0.0 -0.1 -0.259
C -3.69339 -0.34961 0.34535 -0.1 0.1 0.0 -0.100
C -3.71565 -3.45502 -1.58105 -0.6 0.5 -0.9 -0.270
C -4.04683 -4.03672 -2.95401 -0.1 -0.3 -0.5 -0.217
C -2.88406 -4.55364 -3.79154 0.1 -0.3 -0.1 -0.253
C -1.66383 -3.64476 -3.84949 0.0 -0.1 -0.2 -0.100
C -1.59527 -5.17273 -0.31227 1.4 -0.4 0.1 -0.261
C -1.11659 -6.21891 -1.32329 0.0 0.0 -0.7 -0.217
C -2.03668 -7.40413 -1.62403 0.2 -0.3 -0.3 -0.260
C -1.53399 -8.71581 -1.03689 -0.1 -0.2 0.1 -0.104
H -4.32719 -8.51176 0.19836 0.0 -0.1 0.0 0.064
H -3.35897 -9.43383 1.35712 -0.1 0.0 -0.1 0.078
H -5.00070 -8.94006 1.77380 0.0 0.0 0.0 0.084
H -2.56427 -7.11843 1.43708 0.1 0.0 0.0 0.077
H -3.37627 -7.51739 2.93150 0.0 0.1 -0.1 0.119
H -4.21310 -5.39401 2.43757 -0.1 0.0 0.0 0.098
H -5.50235 -6.48189 1.97967 0.0 0.1 -0.1 0.126
H -5.44693 -4.89923 0.29121 0.1 0.2 -0.2 0.109
H -4.73480 -6.28988 -0.44816 0.1 0.0 -0.1 0.090
H -2.16767 -2.58751 0.88479 0.0 -0.1 -0.2 0.095
H -2.57215 -3.85711 1.99365 0.1 -0.1 -0.1 0.102
H -3.82599 -2.03797 2.68551 0.1 -0.2 -0.1 0.126
H -4.97756 -3.15083 1.98249 0.1 0.0 0.1 0.103
H -5.43016 -0.76142 1.51546 0.1 -0.2 0.0 0.118
H -5.33520 -1.71808 0.07580 0.0 0.0 0.0 0.086
H -3.22973 0.21928 1.15521 0.1 0.0 -0.1 0.084
H -4.17439 0.36024 -0.33223 0.1 0.0 0.1 0.085
H -2.90244 -0.84672 -0.21905 0.0 0.0 0.0 0.046
H -3.02038 -2.61841 -1.69309 0.1 -0.1 0.2 0.097
H -4.65855 -2.99986 -1.27068 0.1 0.0 0.4 0.088
H -4.53941 -3.24535 -3.53243 0.0 0.0 0.3 0.125
H -4.78728 -4.83503 -2.84089 0.0 0.1 -0.1 0.114
H -3.23940 -4.72505 -4.81336 0.0 0.0 0.1 0.120
H -2.60187 -5.53853 -3.42576 0.1 -0.1 0.0 0.068
H -1.88356 -2.73111 -4.40865 0.1 0.0 0.1 0.086
H -0.84202 -4.15873 -4.35472 -0.1 0.1 0.0 0.084
H -1.30263 -3.36437 -2.86048 0.1 0.0 0.1 0.053
H -1.34595 -5.55091 0.68407 -0.3 0.2 0.1 0.098
H -0.91791 -4.31740 -0.44132 -0.2 0.1 0.1 0.109
H -0.14476 -6.59044 -0.97897 -0.2 0.1 0.1 0.124
H -0.87799 -5.71227 -2.25964 -0.1 0.1 0.1 0.085
H -2.09241 -7.54800 -2.70828 -0.1 0.1 0.1 0.109
H -3.05544 -7.20983 -1.29476 -0.1 0.0 0.1 0.070
H -0.60664 -9.02752 -1.52674 -0.1 0.1 0.1 0.085
H -2.26953 -9.50899 -1.19000 0.1 0.0 0.1 0.079
H -1.33628 -8.62950 0.03519 0.0 -0.1 0.0 0.070
```
Forces are in eV/Å.

Calculated values
Max |F|   4.299 eV/Å
LUMO   -2.56 eV
Charge   +1
Total energy   -72475.71236 eV

No. 2
A cluster of 2 separate species, C2H6O2 in total in a non-equilibrium geometry. Source: the Open Molecules 2025 dataset; level of theory: ωB97M-V/def2-TZVPD.

```
10
Properties=species:S:1:pos:R:3:forces:R:3:nbo_charge:R:1
C -0.89848 0.70619 -0.89518 -0.7 -1.0 -1.0 -0.727
C -1.43986 -0.08390 0.26587 0.1 0.0 -0.4 0.438
O -0.96820 -1.09461 0.71086 0.1 0.2 0.0 -0.503
H -1.27406 0.17275 -1.81036 0.7 0.1 0.6 0.246
H 0.16926 0.84423 -0.92287 0.3 -0.3 0.0 0.229
H -1.40041 1.63694 -0.99700 -0.3 1.1 0.3 0.217
H -2.39702 0.31121 0.62567 -0.3 0.0 0.4 0.096
O 2.72720 0.10663 0.13420 -0.1 0.8 -0.7 -0.922
H 2.93170 0.56827 -0.70272 0.1 -0.5 0.5 0.463
H 2.10111 0.72312 0.53532 0.1 -0.3 0.3 0.462
```
Forces are in eV/Å.

Calculated values
Max |F|   1.577 eV/Å
LUMO   0.72 eV
Energy above the lowest of the compared OMol25 structures with the same formula, charge and spin   0.735 eV
Total energy   -6265.51992 eV
SMILES   CC=O.O

No. 3
A structure of composition CHLaO5 in a non-equilibrium geometry. Source: the Open Molecules 2025 dataset; level of theory: ωB97M-V/def2-TZVPD.

```
8
Properties=species:S:1:pos:R:3:forces:R:3:lowdin_charge:R:1
O 1.46034 0.91806 0.61106 3.3 -1.1 -1.2 -0.324
O 0.38126 -0.79404 -0.48643 -1.3 1.7 0.4 -0.028
O 0.75286 -0.28779 0.78436 3.0 -0.9 1.7 -0.229
C -0.84747 0.11923 -0.32746 -2.4 0.0 -3.9 -0.518
O -0.98011 1.07367 -1.02395 1.0 -1.1 1.3 0.228
O -1.71868 -0.50450 0.42543 1.0 -0.5 0.3 0.207
La 3.57239 -0.18653 -0.10023 -4.5 1.4 1.3 2.486
H -2.62060 -0.33810 0.11721 -0.2 0.4 0.1 0.178
```
Forces are in eV/Å.

Calculated values
Max |F|   4.871 eV/Å
LUMO   -11.66 eV
Charge   +2
Total energy   -12124.05035 eV

No. 4
A structure of composition C9H13O7PPd in a non-equilibrium geometry. Source: the Open Molecules 2025 dataset; level of theory: ωB97M-V/def2-TZVPD.

```
31
Properties=species:S:1:pos:R:3:forces:R:3:nbo_charge:R:1
Pd 0.34020 0.13796 -1.66051 0.1 0.0 1.2 0.653
O 0.33067 3.25294 -0.87676 0.4 -3.6 -1.0 -0.344
C 0.42239 2.13525 -1.12392 -0.4 5.5 0.9 0.534
C 0.26266 -1.90644 -1.42309 0.5 -5.3 0.5 0.546
O 0.37679 -3.04392 -1.32868 -0.4 3.7 -0.3 -0.334
C 2.38449 0.13342 -1.36634 5.4 0.0 0.4 0.519
O 3.52393 0.17948 -1.27449 -3.6 -0.1 -0.3 -0.316
C -1.70914 0.17131 -1.65529 -5.5 -0.3 0.3 0.532
O -2.84573 0.05130 -1.58487 3.6 0.4 -0.3 -0.319
C 0.39590 0.90553 -3.79261 0.0 -0.6 -1.0 -0.364
H -0.54631 1.46713 -3.91347 0.6 -0.3 0.0 0.257
H 1.33815 1.46654 -3.90918 -0.5 -0.3 0.1 0.263
C 0.39845 -0.49334 -3.81579 0.1 0.7 -1.1 -0.385
H 1.34234 -1.04813 -3.94477 -0.5 0.3 0.0 0.262
H -0.53981 -1.05031 -3.97294 0.6 0.3 0.0 0.256
C 0.59693 -2.15907 1.78755 -0.1 -0.7 0.4 -0.270
O 0.86234 -0.97833 1.01956 0.4 0.8 -0.3 -0.872
P 1.08534 0.60679 1.50593 -1.7 -1.0 2.6 1.713
O 0.84770 0.54919 3.13773 0.5 0.0 -2.4 -0.796
C -0.36693 0.08751 3.76683 -0.4 -0.1 0.6 -0.269
O -0.35308 1.20896 0.93114 1.2 -0.1 -0.4 -0.874
C -1.68703 1.40964 1.37162 -0.6 0.1 0.1 -0.257
H 1.15864 -2.98315 1.33600 -0.1 0.2 0.1 0.213
H -0.47496 -2.40092 1.74924 0.3 0.1 0.1 0.193
H 0.92658 -2.05264 2.83147 -0.1 0.1 -0.4 0.226
H -1.03186 -0.51069 3.11224 0.5 0.4 0.2 0.174
H -0.05969 -0.53774 4.61153 -0.1 0.2 -0.2 0.230
H -0.89582 0.97017 4.15036 0.1 -0.4 -0.1 0.213
H -2.22002 0.45698 1.39232 0.0 0.1 0.2 0.191
H -1.73243 1.92964 2.33466 0.1 -0.2 -0.3 0.231
H -2.13069 2.04489 0.60456 -0.2 0.1 0.2 0.198
```
Forces are in eV/Å.

Calculated values
Max |F|   5.558 eV/Å
LUMO (spin up / spin down)   -7.74 / -11.01 eV
Charge   +2
Energy above the lowest of the compared OMol25 structures with the same formula, charge and spin   0.000 eV
Spin multiplicity   3
Total energy   -36624.46107 eV